ORCA calculation (the ωB97M-V functional and the def2-TZVPD basis) on a structure of composition C13H34BeN3O6 at a distorted geometry.

```
! wB97M-V def2-TZVPD RIJCOSX def2/J DEFGRID3
* xyz 2 2
Be 0.07644 0.16512 0.34915
O 3.68847 -1.85604 1.85979
C 2.77327 -0.92257 1.41530
O 2.80790 -0.32895 0.33184
O 1.76109 -0.67439 2.07690
H 4.22636 -1.75266 1.07138
C 1.87927 3.94247 -1.73377
C 1.43403 2.85544 -0.71932
C 1.35751 3.26154 0.76381
O 0.90071 2.16873 1.48504
C 1.13963 2.26884 2.94016
N 0.08093 2.34541 -1.19820
H 2.12750 3.65671 -2.75593
H 2.80233 4.40040 -1.37830
H 1.19491 4.78485 -1.83455
H 2.10173 2.00151 -0.83367
H 0.56187 3.96885 0.99787
H 2.37124 3.53922 1.05250
H 0.48391 1.53612 3.41053
H 0.84519 3.23237 3.35610
H 2.17407 1.94973 3.06743
H 0.16586 2.17312 -2.18977
H -0.54723 3.13120 -1.10854
C -3.70005 -0.94855 2.66954
C -2.70864 -0.66337 1.50341
C -3.28902 -0.15255 0.22154
O -2.19646 -0.28771 -0.70054
C -2.39570 0.18432 -2.01686
N -1.76350 0.40201 2.03872
H -3.13827 -1.28588 3.54059
H -4.31476 -1.80106 2.38064
H -4.23664 -0.04925 2.97191
H -2.18237 -1.60711 1.36027
H -3.72807 0.84099 0.31220
H -4.10055 -0.80778 -0.09498
H -1.56219 0.01325 -2.69810
H -2.44085 1.26933 -2.11071
H -3.25216 -0.31874 -2.46576
H -2.17635 1.32007 1.95611
H -1.74923 0.42916 3.04825
C 1.35996 -2.39152 -3.50438
C 0.66027 -1.98143 -2.21387
C 0.71686 -2.86242 -0.98227
O -0.06254 -2.45432 0.22864
C -0.15487 -3.40390 1.31381
N 1.01644 -0.59754 -1.89847
H 2.43828 -2.55047 -3.49634
H 1.07673 -1.70226 -4.29988
H 0.94968 -3.39119 -3.64728
H -0.39460 -1.96052 -2.48760
H 1.77729 -2.98355 -0.76112
H 0.48368 -3.89875 -1.22669
H -0.48685 -3.04175 2.28681
H 0.76152 -3.92599 1.58905
H -0.73882 -4.30039 1.10543
H 1.94101 -0.61773 -1.49244
H 1.18364 -0.32052 -2.85524
*
```

Output
LUMO (alpha / beta): -7.04 / -10.56 eV
Maximum force: 4.22 eV/Å
E: -1145.45732 Eh

=====

ORCA calculation (the ωB97M-V functional and the def2-TZVPD basis) on a structure of composition C12H30N2O8SSn at a distorted geometry.

```
! wB97M-V def2-TZVPD RIJCOSX def2/J DEFGRID3
* xyz 0 1
Sn -0.98257 -0.72120 0.29769
S -0.83963 1.01691 3.21092
O -2.11686 0.74270 2.52010
O -0.33592 2.29721 2.68962
O -0.95986 1.10177 4.66924
O 0.10790 -0.08418 2.87273
C 1.35509 0.06684 -1.86660
O 0.09772 -0.53538 -1.79728
C -0.36097 -1.05133 -3.01245
C -1.84661 -1.46359 -2.90530
N -2.19503 -2.27187 -1.75715
C -3.64502 -2.22671 -1.51953
C -3.98885 -2.88852 -0.21786
O -3.37606 -2.08178 0.78608
C -3.94255 -2.27660 2.07281
H 2.12020 -0.51364 -2.40182
H 1.74268 0.27618 -0.87312
H 1.38817 0.96992 -2.49013
H 0.29193 -1.88291 -3.30610
H -0.33212 -0.25522 -3.76652
H -2.13788 -1.91082 -3.86498
H -2.35073 -0.50062 -3.02696
H -2.00993 -3.23056 -2.03938
H -4.25738 -2.52906 -2.37598
H -3.92420 -1.17320 -1.40578
H -3.53313 -3.88095 -0.29690
H -5.07029 -2.96786 -0.11772
H -3.52190 -1.54568 2.76107
H -3.78844 -3.32314 2.35525
H -5.03287 -2.17559 2.09510
C 3.69214 4.47705 1.49589
O 2.88165 4.00944 0.44513
C 1.50084 3.84856 0.81664
C 0.89440 2.76815 -0.08473
N 0.94642 1.40287 0.41409
C 2.31948 0.85940 0.48727
C 2.39377 -0.59850 0.89798
O 1.63603 -1.36046 -0.06907
C 2.33138 -2.45286 -0.62001
H 3.74861 3.63230 2.19209
H 3.46697 5.45088 1.93832
H 4.66627 4.58208 1.00743
H 1.08304 4.81698 0.52365
H 1.26736 3.67745 1.86922
H 1.37156 2.82155 -1.07114
H -0.10328 2.99927 -0.46609
H 0.72161 1.43752 1.41471
H 2.76725 1.52703 1.23660
H 3.03484 1.10109 -0.30404
H 2.03344 -0.79422 1.90989
H 3.44053 -0.90035 0.98928
H 2.97813 -2.11193 -1.43190
H 1.54440 -3.10422 -1.01238
H 2.82828 -3.07024 0.13210
*
```

Output
LUMO: -1.07 eV
Maximum force: 3.65 eV/Å
E: -1798.92024 Eh

=====

ORCA calculation (the ωB97M-V functional and the def2-TZVPD basis) on the ion C7H12NO2S with charge +1 at a distorted geometry.

```
! wB97M-V def2-TZVPD RIJCOSX def2/J DEFGRID3
* xyz 1 1
C -0.26249 -1.54749 0.11829
C 1.02052 -1.70191 0.49296
C 0.27007 1.01430 -0.04214
C -0.83263 -0.25252 -0.14750
C 2.04338 -0.64173 0.62017
C 2.58120 1.63288 0.03069
C -3.54300 -0.54704 -0.98152
N 1.68866 0.52898 -0.25141
O -2.67095 -0.11306 1.61950
O -2.57814 1.65685 -0.02658
S -2.52230 0.25704 0.24989
H -0.98878 -2.43259 0.24797
H 1.30671 -2.69683 0.83447
H -0.16220 1.98532 -0.24795
H 2.25097 -0.45539 1.67974
H 3.15153 -0.83836 0.26147
H 2.35597 2.44442 -0.67277
H 2.48126 1.95064 1.13908
H 3.51979 1.21284 -0.19902
H -3.08445 -1.51681 -1.12919
H -4.60544 -0.37480 -0.66103
H -3.15469 0.20317 -1.74428
H 1.73502 0.23208 -1.19084
*
```

Output
LUMO (alpha / beta): -5.12 / -5.26 eV
SMILES: C[N@@H+]1C=C(S(C)(=O)=O)C=CC1
Maximum force: 8.27 eV/Å
E: -876.90613 Eh

=====

ORCA calculation (the ωB97M-V functional and the def2-TZVPD basis) on a cluster of 4 separate species, C3H14NO3S in total at a distorted geometry.

```
! wB97M-V def2-TZVPD RIJCOSX def2/J DEFGRID3
* xyz -1 1
C -1.07459 -0.39823 -0.58964
C 0.22220 -1.16381 -0.18075
C 1.23080 -1.60722 -1.39495
S 1.91090 -0.16559 -2.48241
N 0.79338 -0.43530 0.95961
H -1.88820 -0.34458 0.16885
H -1.39180 -1.17966 -1.33143
H -0.89468 0.44941 -1.16697
H 0.03136 -2.24838 0.20260
H 1.95102 -2.06494 -0.84305
H 0.73658 -2.30074 -2.18402
H 1.74532 -0.80220 1.22575
H 0.78420 0.55172 0.82074
H 2.03252 3.04734 -0.52964
H 1.62135 1.81314 -1.45687
O 1.30117 2.59290 -0.89455
H -2.43688 1.27202 0.44633
H -2.29706 2.44109 -0.45579
O -2.90457 2.04833 0.14887
H 0.04512 -0.94864 2.78237
H -1.18917 -0.23175 3.25732
O -0.32900 -0.32493 3.49766
*
```

Output
LUMO: 3.48 eV
Maximum force: 5.24 eV/Å
E: -801.36177 Eh

=====

Please write out number 1 again, unchanged.
ORCA calculation (the ωB97M-V functional and the def2-TZVPD basis) on a structure of composition C13H34BeN3O6 at a distorted geometry.

```
! wB97M-V def2-TZVPD RIJCOSX def2/J DEFGRID3
* xyz 2 2
Be 0.07644 0.16512 0.34915
O 3.68847 -1.85604 1.85979
C 2.77327 -0.92257 1.41530
O 2.80790 -0.32895 0.33184
O 1.76109 -0.67439 2.07690
H 4.22636 -1.75266 1.07138
C 1.87927 3.94247 -1.73377
C 1.43403 2.85544 -0.71932
C 1.35751 3.26154 0.76381
O 0.90071 2.16873 1.48504
C 1.13963 2.26884 2.94016
N 0.08093 2.34541 -1.19820
H 2.12750 3.65671 -2.75593
H 2.80233 4.40040 -1.37830
H 1.19491 4.78485 -1.83455
H 2.10173 2.00151 -0.83367
H 0.56187 3.96885 0.99787
H 2.37124 3.53922 1.05250
H 0.48391 1.53612 3.41053
H 0.84519 3.23237 3.35610
H 2.17407 1.94973 3.06743
H 0.16586 2.17312 -2.18977
H -0.54723 3.13120 -1.10854
C -3.70005 -0.94855 2.66954
C -2.70864 -0.66337 1.50341
C -3.28902 -0.15255 0.22154
O -2.19646 -0.28771 -0.70054
C -2.39570 0.18432 -2.01686
N -1.76350 0.40201 2.03872
H -3.13827 -1.28588 3.54059
H -4.31476 -1.80106 2.38064
H -4.23664 -0.04925 2.97191
H -2.18237 -1.60711 1.36027
H -3.72807 0.84099 0.31220
H -4.10055 -0.80778 -0.09498
H -1.56219 0.01325 -2.69810
H -2.44085 1.26933 -2.11071
H -3.25216 -0.31874 -2.46576
H -2.17635 1.32007 1.95611
H -1.74923 0.42916 3.04825
C 1.35996 -2.39152 -3.50438
C 0.66027 -1.98143 -2.21387
C 0.71686 -2.86242 -0.98227
O -0.06254 -2.45432 0.22864
C -0.15487 -3.40390 1.31381
N 1.01644 -0.59754 -1.89847
H 2.43828 -2.55047 -3.49634
H 1.07673 -1.70226 -4.29988
H 0.94968 -3.39119 -3.64728
H -0.39460 -1.96052 -2.48760
H 1.77729 -2.98355 -0.76112
H 0.48368 -3.89875 -1.22669
H -0.48685 -3.04175 2.28681
H 0.76152 -3.92599 1.58905
H -0.73882 -4.30039 1.10543
H 1.94101 -0.61773 -1.49244
H 1.18364 -0.32052 -2.85524
*
```

Output
LUMO (alpha / beta): -7.04 / -10.56 eV
Maximum force: 4.22 eV/Å
E: -1145.45732 Eh

=====

Look up the maximum force of the third one. 8.27 eV/Å

=====

Which formula does entry 3 have? C7H12NO2S